Record 1
A structure of composition C18H16Cl2N6O2SSe2Zn, computed with the ωB97M-V functional and the def2-TZVPD basis.

Summary:
Frontier orbital gap, eV: 6.4
2S+1: 1

Each line ends with the natural charge from an NBO analysis.
Geometry (Å):
Zn1 0.1009 0.4363 -0.5380  1.4604
C1 0.5995 5.2126 -1.6469  -0.2762
O1 1.0157 3.9132 -2.0827  -0.4756
C2 0.1800 2.8843 -1.9840  0.9128
O2 0.6057 1.7538 -2.1738  -0.7169
N1 -1.1269 3.1537 -1.7225  -0.4847
N2 -1.9520 2.0454 -1.5114  -0.6698
H1 1.4763 5.8441 -1.7334  0.2203
H2 0.2793 5.1771 -0.6044  0.1980
H3 -0.1881 5.6090 -2.2904  0.1829
H4 -1.3933 4.0452 -1.3413  0.3951
H5 -2.6628 1.9918 -2.2286  0.3684
H6 -2.3380 2.0484 -0.5721  0.4001
Cl1 3.0498 0.8054 -0.1086  -0.0054
C3 3.5323 -0.7447 -0.7327  0.0544
C4 4.8650 -0.8785 -1.0847  -0.2611
C5 5.3298 -2.0900 -1.5612  -0.2114
C6 4.4504 -3.1519 -1.6822  -0.2302
C7 3.1223 -2.9919 -1.3294  -0.0339
Cl2 2.0926 -4.3834 -1.5141  0.0004
C8 2.5982 -1.7825 -0.8411  -0.2519
S1 0.8963 -1.6964 -0.4009  -0.4958
H7 5.5285 -0.0323 -0.9685  0.2268
H8 6.3697 -2.2074 -1.8344  0.2191
H9 4.7840 -4.1122 -2.0510  0.2281
Se1 -4.1956 -0.6935 2.1860  1.0095
N3 -4.5225 -2.2109 1.3343  -0.5930
C9 -3.7293 -2.2055 0.2808  0.0576
C10 -3.6507 -3.2439 -0.7038  -0.1357
C11 -2.7763 -3.0728 -1.7182  -0.2581
C12 -1.9481 -1.8972 -1.7695  0.1278
N4 -1.9799 -0.9273 -0.9105  -0.4974
C13 -2.8795 -1.0494 0.1233  0.2480
N5 -2.9913 -0.1080 1.0370  -0.6250
H10 -4.2726 -4.1245 -0.6117  0.2357
H11 -2.6558 -3.8226 -2.4884  0.2326
H12 -1.2084 -1.8136 -2.5588  0.2178
Se2 -0.0950 2.1431 1.2032  -0.5203
C14 -0.2660 1.0275 2.7483  -0.1193
C15 0.5595 -0.0649 2.9909  -0.2919
C16 0.3490 -0.8232 4.1332  0.0396
N6 -0.5946 -0.5695 5.0422  -0.4344
C17 -1.3685 0.4897 4.8071  0.0261
C18 -1.2522 1.3018 3.6898  -0.3065
H13 1.3414 -0.3346 2.2956  0.2368
H14 0.9757 -1.6874 4.3267  0.1924
H15 -2.1343 0.6960 5.5479  0.1862
H16 -1.9203 2.1420 3.5529  0.2178

***

Record 2
A structure of composition C11H14GeNO4Os, computed with the ωB97M-V functional and the def2-TZVPD basis.

Summary:
Total charge: +1
Frontier orbital gap (spin up / spin down), eV: 6.4 / 6.4
2S+1: 1

Each line ends with the natural charge from an NBO analysis.
Geometry (Å):
Os1 -0.5721 -0.1171 -1.3414  1.4510
O1 -1.6692 3.6693 -2.1777  -0.4879
C1 -1.5490 2.5552 -1.7624  0.7448
O2 -0.6736 1.6658 -2.1611  -0.6144
C2 -2.4158 2.0298 -0.5855  0.1238
C3 -3.0511 2.7904 0.3848  -0.1868
C4 -3.5610 2.1350 1.5035  -0.1001
C5 -3.3589 0.7665 1.6707  -0.1798
C6 -2.7140 0.0746 0.6575  0.1209
N1 -2.3447 0.7095 -0.4517  -0.3940
C7 -2.1382 -1.3599 0.7370  0.7454
O3 -2.4796 -2.1327 1.5836  -0.4899
O4 -1.2037 -1.5682 -0.1621  -0.6295
H1 -3.1075 3.8625 0.2863  0.2748
H2 -4.0496 2.7049 2.2802  0.2553
H3 -3.6559 0.2598 2.5744  0.2732
C8 2.6783 -1.1490 -2.1958  -1.0588
Ge1 2.4139 -1.2249 -0.2097  1.5243
C9 3.8631 -0.4797 0.9416  -1.0341
C10 1.5835 -2.8965 0.4561  -1.0664
C11 1.0147 0.2756 -0.1228  -0.9137
H4 3.3805 -1.9164 -2.5099  0.2527
H5 3.0622 -0.1742 -2.4853  0.2450
H6 1.7168 -1.3182 -2.6928  0.2015
H7 4.7171 -1.1516 0.9563  0.2548
H8 3.4972 -0.3699 1.9613  0.2442
H9 4.1857 0.4909 0.5714  0.2442
H10 2.3045 -3.7102 0.4957  0.2539
H11 0.7592 -3.1871 -0.1926  0.2412
H12 1.1971 -2.7404 1.4621  0.2462
H13 1.4828 1.2230 -0.3917  0.2272
H14 0.6875 0.2832 0.9199  0.2309

***

Record 3
A cluster of 2 separate species, C2H4ClOP in total, computed with the ωB97M-V functional and the def2-TZVPD basis.

Summary:
⟨S²⟩: 2.014
Frontier orbital gap (spin up / spin down), eV: 7.2 / 6.3
2S+1: 3

Each line ends with the natural charge from an NBO analysis.
Geometry (Å):
C1 0.1678 0.0920 1.3090  -0.6966
C2 -0.1141 -0.0680 -0.0886  -0.6754
O1 0.0607 1.6074 3.9533  -0.3744
P1 0.3137 -0.8125 2.6544  0.4436
Cl1 0.1010 2.6875 2.7973  0.4531
H1 0.0863 1.1508 1.7366  0.1788
H2 -1.0540 0.3430 -0.2986  0.2248
H3 -0.0999 -1.2413 -0.2318  0.2070
H4 0.5937 0.0810 -0.8865  0.2391

***

Record 4
A cluster of 2 separate species, C4H10NO2S in total, computed with the ωB97M-V functional and the def2-TZVPD basis.

Summary:
Total charge: -1
Frontier orbital gap, eV: 5.9
2S+1: 1

Each line ends with the natural charge from an NBO analysis.
Geometry (Å):
C1 0.4732 0.5736 -0.5608  -0.5531
C2 0.1222 0.7570 -1.9751  -0.5530
S1 1.3846 0.1565 -3.0246  -0.6870
C3 -0.7579 0.8557 0.2116  0.7027
N1 -0.6955 0.5142 1.6083  -0.6624
C4 0.5636 0.0102 2.0910  -0.4253
O1 -1.8020 1.4111 -0.0074  -0.6201
H1 0.7834 -0.5408 -0.4000  0.2311
H2 1.2197 1.4429 -0.3211  0.2475
H3 -0.8269 0.2238 -2.2018  0.1926
H4 -0.1068 1.9086 -2.1526  0.1775
H5 -1.3868 0.8342 2.1998  0.3862
H6 0.5803 0.1356 3.1872  0.1906
H7 1.3505 0.5857 1.5004  0.2076
H8 0.8834 -1.0605 1.9157  0.1658
H9 -0.4636 -2.7158 -1.4902  0.4899
H10 -0.3623 -2.3693 0.0309  0.4650
O2 -0.9592 -2.7228 -0.6114  -0.9556

***

We obtain F_max values of 0.32 2.51 5.13 5.39 eV/Å for the records listed above, in that order.